This record from OMol25 describes 2 unconnected molecules or ions with the total composition C12H10F2. The level of theory is the ωB97M-V functional and the def2-TZVPD basis.

Atoms and positions in Å:
F -8.914 -32.251 -30.909
C -7.828 -32.578 -30.162
C -6.601 -32.056 -30.490
C -5.505 -32.359 -29.721
C -5.599 -33.249 -28.719
C -6.798 -33.918 -28.418
C -7.914 -33.568 -29.191
H -6.485 -31.381 -31.325
H -4.579 -31.825 -29.878
H -4.777 -33.476 -28.056
H -7.046 -34.682 -27.696
H -8.877 -34.044 -29.079
F -14.014 -30.998 -28.570
C -12.855 -31.598 -28.229
C -11.663 -30.909 -27.990
C -10.475 -31.620 -27.818
C -10.461 -33.031 -27.958
C -11.697 -33.732 -28.093
C -12.855 -32.984 -28.167
H -11.664 -29.831 -27.937
H -9.520 -31.130 -27.698
H -9.533 -33.581 -27.911
H -11.728 -34.812 -28.086
H -13.823 -33.456 -28.247

The HOMO-LUMO gap comes out at 0.366 hartree. For the HOMO energy, the calculation gives -9.1 eV. As for the structure (SMILES): Fc1ccccc1.Fc1ccccc1. The value obtained for the energy relative to the best compared isomer or geometry (same formula, charge and spin) is 104.52 kJ/mol. Its electronic energy is -662.9548 a.u.

This record from OMol25 describes a molecular structure, C12H10FI2NOPdS. The level of theory is the ωB97M-V functional and the def2-TZVPD basis.

Atoms and positions in Å:
Pd -0.030 0.310 0.149
O -0.579 -1.442 -0.851
N -0.571 -2.564 -0.140
C -1.102 -3.652 -0.749
C -1.134 -4.864 -0.124
C -0.602 -4.973 1.164
C -0.051 -3.866 1.755
C -0.025 -2.625 1.097
S 0.663 -1.218 1.817
H -1.482 -3.459 -1.740
H -1.565 -5.710 -0.639
H -0.625 -5.918 1.690
H 0.376 -3.906 2.747
I 0.985 2.430 1.155
C -2.420 2.112 1.896
I -3.092 0.294 1.202
H -2.668 2.973 1.296
H -2.257 2.183 2.960
F -0.272 2.905 -5.336
C -0.224 2.321 -4.119
C 0.946 1.706 -3.724
C 0.995 1.117 -2.467
C -0.121 1.152 -1.652
C -1.292 1.765 -2.062
C -1.346 2.361 -3.319
H 1.800 1.697 -4.388
H 1.903 0.633 -2.135
H -2.170 1.779 -1.430
H -2.243 2.850 -3.674

The HOMO-LUMO gap (spin up / spin down) comes out at 0.282 / 0.205 hartree. For the HOMO energy (spin up / spin down), the calculation gives -8.0 / -8.3 eV. The multiplicity is 3. The expectation value of S² is 2.014. The value obtained for the energy relative to the best compared isomer or geometry (same formula, charge and spin) is 54.46 kJ/mol. Its electronic energy is -1814.4592 a.u.

This record from OMol25 describes a molecular structure, C12H10IN5O5STc. The level of theory is the ωB97M-V functional and the def2-TZVPD basis.

Atoms and positions in Å:
Tc -1.006 -0.360 0.137
O -6.618 -2.598 -0.906
C -5.543 -2.157 -0.716
C -4.259 -2.422 -1.588
O -4.170 -3.086 -2.565
C -3.193 -1.640 -0.888
C -3.664 -0.970 0.224
O -2.802 -0.242 0.881
C -5.119 -1.202 0.462
O -5.801 -0.777 1.336
O -1.956 -1.434 -1.201
I 1.578 4.167 -3.157
C 0.706 2.400 -2.584
C 0.383 1.315 -3.402
N -0.168 0.375 -2.646
N -0.232 0.772 -1.347
C 0.304 2.019 -1.322
H 0.515 1.180 -4.465
H -0.512 -0.535 -2.919
H 0.367 2.571 -0.396
C 2.295 -4.901 0.729
C 2.723 -3.528 1.263
C 1.544 -2.725 1.699
N 0.764 -2.061 0.927
N -0.267 -1.462 1.611
C -0.278 -1.670 2.928
N -1.190 -1.163 3.743
S 1.042 -2.670 3.384
H 3.177 -5.463 0.429
H 1.644 -4.795 -0.137
H 1.772 -5.479 1.491
H 3.245 -2.959 0.493
H 3.408 -3.644 2.103
H -1.990 -0.670 3.374
H -1.177 -1.360 4.732

The HOMO-LUMO gap (spin up / spin down) comes out at 0.222 / 0.187 hartree. For the HOMO energy (spin up / spin down), the calculation gives -14.8 / -14.8 eV. The multiplicity is 2. Its charge is +2. The expectation value of S² is 1.163. The value obtained for the energy relative to the best compared isomer or geometry (same formula, charge and spin) is 0.00 kJ/mol. Its electronic energy is -1889.2441 a.u.

This record from OMol25 describes a molecular structure, C12H11AsF6FeN6OS4. The level of theory is the ωB97M-V functional and the def2-TZVPD basis.

Atoms and positions in Å:
Fe -0.809 -1.270 -0.095
N -1.953 -0.459 2.799
C -0.656 -0.120 2.687
N -0.109 0.581 3.696
C 1.185 0.870 3.511
N 1.776 1.578 4.549
N 1.962 0.557 2.494
C 1.327 -0.130 1.505
N 0.006 -0.471 1.588
C 1.995 -0.545 0.332
C 3.375 -0.315 0.088
C 3.932 -0.783 -1.066
C 3.140 -1.492 -2.003
C 1.804 -1.670 -1.708
N 1.233 -1.211 -0.598
H -2.369 -0.301 3.698
H -2.351 -1.186 2.216
H 1.110 2.112 5.082
H 2.599 2.082 4.259
H 3.947 0.226 0.829
H 4.986 -0.614 -1.262
H 3.550 -1.887 -2.922
H 1.138 -2.200 -2.381
S -4.478 -3.098 0.469
As -2.650 -3.775 -0.358
S -1.037 -3.201 1.066
S -1.823 -2.297 -1.806
S -2.506 -5.749 -1.084
C -1.233 0.806 -2.929
C -1.300 1.415 -1.527
O -1.320 0.529 -0.501
C -2.609 2.245 -1.425
F -2.715 3.203 -2.386
F -3.673 1.445 -1.566
F -2.736 2.878 -0.248
C -0.077 2.357 -1.345
F -0.020 2.900 -0.120
F -0.060 3.390 -2.228
F 1.065 1.679 -1.537
H -2.093 0.156 -3.065
H -0.333 0.197 -3.001
H -1.216 1.572 -3.707

The HOMO-LUMO gap (spin up / spin down) comes out at 0.186 / 0.244 hartree. For the HOMO energy (spin up / spin down), the calculation gives -0.5 / -1.8 eV. The multiplicity is 5. Its charge is -2. The expectation value of S² is 6.192. Its electronic energy is -6559.3859 a.u.

This record from OMol25 describes a molecular structure, C12H11Cl2CoN4S. The level of theory is the ωB97M-V functional and the def2-TZVPD basis.

Atoms and positions in Å:
Co -0.372 -0.727 0.967
N -0.279 1.423 -1.418
C 0.185 1.904 -0.218
C 0.518 3.262 -0.133
C 0.985 3.773 1.054
C 1.147 2.921 2.151
C 0.812 1.603 2.001
N 0.332 1.101 0.842
C -0.722 0.183 -1.810
C -1.143 0.018 -3.136
C -1.596 -1.210 -3.555
C -1.617 -2.278 -2.654
C -1.191 -2.054 -1.374
N -0.751 -0.846 -0.955
H -0.301 2.113 -2.152
H 0.400 3.895 -1.003
H 1.229 4.823 1.137
H 1.529 3.279 3.095
H 0.937 0.902 2.819
H -1.111 0.860 -3.814
H -1.934 -1.347 -4.573
H -1.956 -3.261 -2.946
H -1.191 -2.852 -0.640
S -2.462 -0.237 1.797
C -2.222 -1.584 2.729
N -2.007 -2.536 3.368
Cl 3.591 -1.391 2.182
C 2.638 -2.755 1.625
Cl 0.881 -2.409 1.780
H 2.821 -3.620 2.252
H 2.852 -2.953 0.582

The HOMO-LUMO gap (spin up / spin down) comes out at 0.202 / 0.199 hartree. For the HOMO energy (spin up / spin down), the calculation gives -15.7 / -15.7 eV. Its charge is +2. The value obtained for the energy relative to the best compared isomer or geometry (same formula, charge and spin) is 64.06 kJ/mol. Its electronic energy is -3383.5934 a.u.

This record from OMol25 describes a single C12H11FN4S molecule. The level of theory is the ωB97M-V functional and the def2-TZVPD basis.

Atoms and positions in Å:
C 0.022 -1.759 -0.759
N 0.102 -0.499 -0.080
C 1.240 0.139 0.318
S 2.820 -0.539 0.110
C 3.766 0.922 0.676
C 5.261 0.624 0.653
C 5.730 0.407 -0.695
N 6.087 0.240 -1.767
N 0.962 1.298 0.857
N -0.364 1.449 0.813
C -0.891 0.390 0.261
C -2.314 0.158 0.061
C -2.912 -1.049 0.415
C -4.270 -1.243 0.245
C -5.059 -0.233 -0.281
C -4.488 0.976 -0.639
C -3.129 1.160 -0.465
F -2.587 2.325 -0.850
H 0.864 -1.846 -1.449
H 0.073 -2.586 -0.047
H -0.914 -1.814 -1.314
H 3.508 1.747 0.013
H 3.422 1.151 1.683
H 5.482 -0.269 1.246
H 5.807 1.472 1.078
H -2.308 -1.831 0.851
H -4.715 -2.184 0.529
H -6.119 -0.384 -0.411
H -5.078 1.778 -1.053

The HOMO-LUMO gap comes out at 0.331 hartree. For the HOMO energy, the calculation gives -8.5 eV. As for the structure (SMILES): Cn1c(SCCC#N)nnc1-c1ccccc1F. Its electronic energy is -1180.9384 a.u.

Question: What is the formula in the second record?
Answer: C12H10FI2NOPdS